A 3-piece molecular cluster, C32H70Cl3N6O6P2Si overall in a non-equilibrium geometry, computed with ωB97M-V with the def2-TZVPD basis set.

Last column: Löwdin charge in e.
CARTESIAN COORDINATES (ANGSTROEM)
C  1.3444  -5.2904  -0.7542  -0.072
C  0.4498  -6.2684  -1.4883  -0.240
O  0.6328  -6.2735  -2.9132  -0.187
P  0.2734  -5.0850  -3.9021  0.454
O  -0.1094  -5.5514  -5.2335  -0.231
C  1.7482  -4.0515  -3.9684  -0.222
C  1.5752  -2.6879  -4.6372  -0.216
C  0.8879  -1.6084  -3.8053  -0.168
N  1.8440  -0.7654  -3.0395  -0.363
Cl  3.2019  -1.5326  -2.3708  0.875
C  1.7013  0.5428  -2.8580  -0.513
N  0.5664  1.1334  -3.2709  0.073
Si  -1.0457  0.9437  -2.4042  0.510
C  -1.3897  2.5010  -1.4487  -0.154
C  -2.3574  0.6975  -3.7028  -0.146
C  -0.9971  -0.5212  -1.2513  -0.140
N  2.7606  1.2652  -2.3246  -0.261
C  2.4537  1.8785  -1.0439  -0.721
Cl  3.3794  1.0740  0.2757  0.693
C  2.6534  3.4011  -0.8829  -0.721
C  4.0602  3.9087  -0.5718  -0.149
Cl  1.9359  4.2224  -2.3189  0.657
P  4.0761  1.9234  -3.3237  0.869
N  3.2648  1.7636  -4.8115  -0.143
O  5.2007  0.7506  -3.3180  -0.298
O  -0.8529  -4.2210  -3.1453  -0.232
C  -2.1651  -4.8727  -3.1945  -0.253
C  -3.0113  -4.5047  -2.0029  -0.067
H  0.9772  -4.2646  -0.8243  0.067
H  1.4022  -5.5706  0.2977  0.086
H  2.3577  -5.3267  -1.1583  0.079
H  0.6700  -7.2869  -1.1752  0.126
H  -0.6022  -6.0826  -1.2658  0.100
H  2.3919  -4.6657  -4.6049  0.114
H  2.2349  -3.9857  -2.9975  0.042
H  2.5578  -2.3117  -4.9344  0.100
H  1.0108  -2.8187  -5.5624  0.126
H  0.3682  -0.9077  -4.4591  0.125
H  0.1536  -2.0253  -3.1187  0.092
H  0.7756  2.1327  -3.3454  0.064
H  -0.9683  2.5038  -0.4416  0.041
H  -2.4788  2.5572  -1.3620  0.031
H  -1.0589  3.4072  -1.9568  0.027
H  -3.0984  1.4968  -3.6551  0.028
H  -1.9378  0.7269  -4.7113  0.036
H  -2.8796  -0.2526  -3.5773  0.041
H  -1.7860  -0.3388  -0.5153  0.048
H  -0.0624  -0.7067  -0.7161  0.042
H  -1.2819  -1.4338  -1.7779  0.020
H  1.4171  1.6502  -0.8039  0.080
H  2.0008  3.6757  -0.0557  0.099
H  4.1678  4.0302  0.5049  0.068
H  4.8425  3.2466  -0.9296  0.045
H  4.2012  4.8857  -1.0300  0.075
H  3.8683  2.0479  -5.5765  0.054
H  2.8715  0.8568  -5.0532  0.040
H  5.0072  -0.0482  -3.8264  0.028
H  -2.0056  -5.9531  -3.2296  0.115
H  -2.6412  -4.5889  -4.1320  0.125
H  -2.4843  -4.6882  -1.0650  0.075
H  -3.9263  -5.0960  -2.0108  0.090
H  -3.2901  -3.4490  -2.0254  0.068
C  -8.2068  -1.1563  0.6099  -0.011
C  -6.6948  -1.1914  0.3003  -0.471
C  -5.8522  -0.7577  1.5083  -0.137
C  -5.9234  0.7357  1.8029  -0.168
C  -5.5483  1.5470  0.5668  -0.134
C  -6.3999  1.1969  -0.6594  -0.484
N  -6.3359  -0.2981  -0.8580  -0.095
O  -5.2588  -0.6705  -1.4466  -0.052
C  -7.8283  1.7156  -0.4763  -0.034
C  -5.8341  1.8599  -1.9107  -0.038
C  -6.3350  -2.6211  -0.0869  -0.048
H  -8.6374  -2.1457  0.4616  0.082
H  -8.4040  -0.8604  1.6406  0.090
H  -8.7542  -0.4867  -0.0434  0.062
H  -4.8094  -1.0304  1.3136  0.119
H  -6.1765  -1.3412  2.3729  0.127
H  -6.9207  1.0114  2.1554  0.107
H  -5.2368  0.9758  2.6167  0.115
H  -5.6516  2.6182  0.7587  0.127
H  -4.4951  1.3639  0.3252  0.112
H  -8.4807  1.3531  -1.2714  0.095
H  -7.8024  2.8042  -0.5326  0.092
H  -8.2684  1.4535  0.4819  0.069
H  -4.7869  1.6068  -2.0567  0.044
H  -5.9266  2.9419  -1.8051  0.092
H  -6.3871  1.5497  -2.7980  0.098
H  -6.8692  -2.9188  -0.9900  0.096
H  -6.6365  -3.2838  0.7263  0.095
H  -5.2695  -2.7463  -0.2596  0.062
C  5.9411  3.8593  6.1839  -0.015
C  5.6536  2.3583  6.4003  -0.474
C  6.6275  1.4651  5.6148  -0.136
C  6.3859  1.4584  4.1094  -0.171
C  4.9405  1.0789  3.8034  -0.138
C  3.9256  1.9828  4.5119  -0.486
N  4.2542  1.9951  5.9811  -0.105
O  3.7935  0.9675  6.5931  -0.021
C  3.9392  3.3783  3.8791  -0.038
C  2.5126  1.4297  4.3522  -0.040
C  5.8009  2.0637  7.8898  -0.045
H  6.1528  4.3356  7.1403  0.081
H  6.8041  4.0197  5.5362  0.087
H  5.0972  4.3924  5.7608  0.060
H  6.5294  0.4424  5.9911  0.125
H  7.6448  1.7916  5.8431  0.125
H  6.6307  2.4330  3.6769  0.104
H  7.0584  0.7388  3.6388  0.114
H  4.7339  1.1369  2.7316  0.073
H  4.7678  0.0437  4.1125  0.128
H  3.3268  4.0749  4.4530  0.094
H  3.5076  3.2918  2.8791  0.064
H  4.9350  3.8002  3.7686  0.068
H  2.4423  0.4019  4.6959  0.080
H  2.2426  1.4691  3.2942  0.064
H  1.7984  2.0290  4.9184  0.094
H  5.0655  2.6242  8.4676  0.095
H  6.7995  2.3783  8.1984  0.093
H  5.6804  1.0074  8.1111  0.078

Results
- E_tot (Ha) = -4393.88812
- expectation value of S² = 2.01
- frontier orbital gap (spin up / spin down) (eV) = 6.52 / 7.71
- net charge = +1
- multiplicity = 3
- highest occupied orbital energy (spin up / spin down) (eV) = -9.6 / -10.8


A 4-piece molecular cluster, C32H71NO4P overall in a non-equilibrium geometry, computed with ωB97M-V with the def2-TZVPD basis set.

Last column: Löwdin charge in e.
CARTESIAN COORDINATES (ANGSTROEM)
C  -3.3252  0.4681  -0.5817  -0.134
O  -2.3785  -0.4875  0.0176  -0.260
C  -1.6057  -1.2203  -0.9993  -0.223
C  -0.1818  -1.7811  -0.3534  -0.158
C  0.8922  -2.2837  -1.5049  -0.198
C  1.9386  -1.1349  -2.0112  -0.190
C  1.3934  -0.1194  -3.1648  -0.485
P  0.7474  1.5315  -2.4325  0.961
O  0.2806  1.3793  -0.7611  -0.364
O  1.9505  2.7917  -2.4592  -0.358
C  0.2413  -0.7028  -4.1625  -0.125
C  0.8526  -1.4829  -5.5105  -0.395
C  1.6617  -2.8637  -5.1503  -0.056
C  -0.5093  -1.9669  -6.3534  -0.079
N  1.5817  -0.5287  -6.4275  -0.122
O  0.7955  -0.0115  -7.3866  -0.057
C  2.2882  0.5857  -5.6888  -0.411
C  3.7387  0.8023  -6.4954  -0.071
C  1.5231  2.0639  -5.8262  -0.064
C  2.7116  0.2217  -4.1368  -0.107
H  -3.3833  1.3897  0.1680  0.106
H  -2.9963  0.9117  -1.6136  0.084
H  -4.4153  0.0138  -0.7553  0.104
H  -2.2354  -2.0739  -1.5294  0.142
H  -1.2873  -0.4264  -1.8158  0.080
H  -0.4737  -2.7284  0.3086  0.120
H  0.2462  -0.9700  0.3774  0.097
H  0.3314  -2.8595  -2.3858  0.111
H  1.5498  -3.1270  -0.9739  0.119
H  2.1845  -0.4612  -1.0562  0.117
H  2.9555  -1.6837  -2.2642  0.111
H  0.0415  2.2979  -0.3895  0.086
H  2.0184  3.1651  -1.5109  0.075
H  -0.5911  -1.3537  -3.6625  0.108
H  -0.3251  0.2465  -4.6137  0.106
H  0.9193  -3.7606  -4.8917  0.096
H  2.4247  -2.7684  -4.2678  0.067
H  2.2385  -3.2232  -6.1247  0.103
H  -0.9774  -2.8507  -5.7087  0.088
H  -0.2473  -2.4031  -7.4100  0.098
H  -1.3379  -1.1235  -6.3744  0.098
H  4.4727  -0.1024  -6.3538  0.088
H  4.2149  1.8447  -6.2408  0.093
H  3.4542  0.8310  -7.6389  0.091
H  2.0508  2.7821  -5.0667  0.081
H  1.7256  2.5092  -6.9103  0.097
H  0.3605  1.9940  -5.7178  0.081
H  3.3455  -0.7873  -4.2109  0.115
H  3.4365  1.0117  -3.6574  0.131
C  3.9170  0.5093  4.6423  -0.114
C  3.1608  0.5316  3.3212  -0.269
C  2.4869  1.8757  3.0401  -0.228
C  1.4126  2.2862  4.0525  -0.224
C  0.2617  1.2876  4.2161  -0.265
C  -0.5365  1.0857  2.9381  -0.110
H  3.2494  0.6744  5.4927  0.066
H  4.3982  -0.4633  4.7841  0.063
H  4.6947  1.2790  4.6576  0.077
H  2.4269  -0.2804  3.3029  0.096
H  3.8707  0.3224  2.5110  0.106
H  2.0527  1.8493  2.0329  0.090
H  3.2534  2.6608  3.0128  0.109
H  1.0002  3.2547  3.7477  0.107
H  1.8760  2.4524  5.0318  0.101
H  -0.4127  1.6573  4.9970  0.106
H  0.6404  0.3220  4.5708  0.089
H  -0.9668  2.0325  2.5964  0.076
H  -1.3558  0.3826  3.1129  0.077
H  0.0829  0.6782  2.1335  0.046
C  -5.8206  1.3683  -3.9858  -0.109
C  -5.7938  2.8887  -3.9123  -0.269
C  -5.9677  3.4221  -2.4893  -0.228
C  -7.3043  3.0744  -1.8258  -0.229
C  -8.5475  3.5487  -2.5861  -0.274
C  -8.6201  5.0611  -2.7222  -0.117
H  -6.7790  0.9645  -3.6473  0.068
H  -5.6694  1.0388  -5.0182  0.072
H  -5.0256  0.9358  -3.3707  0.058
H  -6.5583  3.3034  -4.5770  0.099
H  -4.8282  3.2382  -4.2990  0.107
H  -5.8353  4.5112  -2.5017  0.102
H  -5.1580  3.0315  -1.8599  0.100
H  -7.3166  3.5103  -0.8204  0.109
H  -7.3716  1.9897  -1.6833  0.099
H  -9.4381  3.2009  -2.0502  0.105
H  -8.5881  3.0866  -3.5794  0.099
H  -8.6333  5.5385  -1.7372  0.076
H  -9.5329  5.3481  -3.2520  0.070
H  -7.7713  5.4585  -3.2867  0.066
C  5.3616  -3.6551  9.5517  -0.116
C  3.8742  -3.3383  9.4823  -0.275
C  3.0862  -4.3464  8.6442  -0.231
C  3.4873  -4.4152  7.1671  -0.228
C  3.3804  -3.0900  6.4046  -0.276
C  1.9600  -2.5512  6.3454  -0.105
H  5.8273  -3.6262  8.5626  0.065
H  5.8740  -2.9199  10.1797  0.070
H  5.5276  -4.6465  9.9842  0.076
H  3.7312  -2.3224  9.1006  0.098
H  3.4700  -3.3430  10.5024  0.105
H  2.0170  -4.1136  8.7248  0.101
H  3.2064  -5.3459  9.0813  0.109
H  2.8566  -5.1611  6.6703  0.109
H  4.5149  -4.7873  7.0831  0.100
H  3.7400  -3.2463  5.3812  0.105
H  4.0419  -2.3379  6.8500  0.096
H  1.2937  -3.2685  5.8558  0.080
H  1.9346  -1.6185  5.7747  0.046
H  1.5650  -2.3391  7.3433  0.071

Results
- E_tot (Ha) = -1958.61849
- expectation value of S² = 0.75
- frontier orbital gap (spin up / spin down) (eV) = 8.33 / 7.92
- net charge = 0
- multiplicity = 2
- highest occupied orbital energy (spin up / spin down) (eV) = -8.1 / -8.1